DFT (ωB97M-V/def2-TZVPD) results for C28H19N5O6RhS as an isolated structure in a non-equilibrium geometry.

Cartesian coordinates (Å):
C 0.958 -3.539 -1.641
H -0.009 0.828 4.928
H 4.080 -3.804 0.508
C -4.790 2.980 -1.272
C 2.100 -3.000 0.282
C -3.922 0.724 -1.230
H -3.432 2.327 2.854
N 3.079 4.198 -2.148
N -1.094 0.158 1.817
H 3.736 -3.252 2.524
C 1.671 -0.998 3.966
C -6.096 2.485 -1.454
O 4.639 -2.895 4.700
H 2.066 2.558 -0.340
C -2.179 0.929 1.829
C 2.924 -2.549 2.616
C 2.318 2.967 -2.420
N -5.206 0.308 -1.413
H -6.942 3.150 -1.540
C -0.636 0.869 4.050
C 1.136 1.078 -1.614
O 3.464 4.841 -3.103
C 3.179 -4.355 -1.359
C 2.033 -2.296 1.577
O 3.270 4.493 -0.983
C 1.365 1.427 -3.976
H 2.465 3.193 -4.539
C 0.834 -0.789 2.875
H -4.627 4.049 -1.238
C 0.890 0.669 -2.913
Rh -0.294 -0.937 -0.062
O 3.416 -1.438 6.002
H -1.998 2.291 4.906
H 0.753 0.476 -0.780
C -0.333 0.116 2.924
C -6.268 1.139 -1.530
C -3.729 2.121 -1.160
N 1.038 -1.417 1.716
H -2.719 2.487 -1.043
C 1.857 2.225 -1.345
H 4.042 -4.903 -1.712
C 3.205 -3.733 -0.121
C -1.752 1.688 4.043
S -2.694 -0.446 -1.208
C 2.084 2.585 -3.731
H 1.964 -4.737 -3.099
C 2.722 -1.869 3.792
O -0.317 -1.272 -2.199
H -5.339 -0.691 -1.495
C 0.120 -0.618 -3.218
H -2.787 0.914 0.937
C 3.786 -2.113 5.064
N 1.002 -2.892 -0.480
C 2.034 -4.268 -2.129
H 0.043 -3.462 -2.207
H -7.231 0.675 -1.684
H 1.530 -0.517 4.919
O -0.022 -0.954 -4.379
C -2.545 1.713 2.910
H 1.157 1.080 -4.978

Summary:
ΔE to the lowest compared entry with this formula, charge and spin = 198.62 kJ/mol
2S+1 = 5
charge = +1
HOMO level (alpha / beta) = -11.02 / -10.99 eV
lowest unoccupied orbital energy (alpha / beta) = -3.95 / -6.45 eV
expectation value of S² = 6.015

***

DFT (ωB97M-V/def2-TZVPD) results for C56H39AsCrF14N4O4 as an isolated structure in a non-equilibrium geometry.

Cartesian coordinates (Å):
C -5.021 -1.428 0.749
H -6.468 2.485 -1.383
C -3.795 -3.399 -2.175
F -0.193 -3.782 -1.437
C -4.916 -3.619 2.462
H -6.634 -0.735 1.993
C -2.049 -2.641 4.340
C 2.786 3.302 -0.859
H -0.292 -1.948 2.317
H -4.942 2.060 -3.283
N -1.481 -3.764 3.855
N 2.305 -0.203 1.229
C 1.788 -2.559 1.487
C -5.011 -0.362 -0.275
C 2.269 -2.388 4.231
C -4.611 -3.068 -3.249
F 2.192 -3.140 -2.155
N -0.738 1.227 -1.061
F -0.556 -3.962 0.661
H 1.544 -4.822 5.394
C -5.901 -1.515 1.822
H 8.184 1.541 0.063
C -1.433 2.869 -3.155
C 7.634 1.977 0.901
H -4.842 -2.031 -3.461
H 4.442 -0.868 2.709
N -1.138 -0.223 1.595
C -0.767 0.755 -2.306
C 2.063 -3.642 3.660
F 3.879 4.061 -1.055
C -3.525 -4.745 -1.930
C -1.400 3.366 -1.863
C 2.997 1.748 -0.946
H -4.867 -4.470 3.129
H 3.180 -5.076 4.808
H -1.037 -4.904 5.531
F 2.328 3.637 0.350
H 2.417 -2.299 5.302
H 2.500 -0.289 3.876
C -4.091 0.298 -2.403
H 5.489 2.516 -0.643
C 0.434 -3.836 -0.269
F 4.417 0.343 -2.328
C -3.037 -0.492 3.634
H -1.043 1.141 -4.392
C -5.819 1.619 -1.372
C 3.625 1.415 -2.366
F 1.116 -4.995 -0.252
H -3.734 -0.598 4.454
C 0.228 2.120 1.264
H 7.615 3.058 0.748
C -4.036 -3.533 1.392
O -2.942 -5.336 4.878
H 1.281 1.852 3.128
H -3.853 -6.778 -2.519
C 2.151 -4.895 4.490
H -3.409 0.132 -3.229
H -3.321 -4.331 1.222
C -5.858 0.741 -0.300
C -0.658 2.957 0.553
Cr 0.625 0.362 0.273
C -4.953 1.387 -2.435
F 4.375 2.417 -2.873
H 1.572 -4.663 1.877
H 8.202 1.775 1.810
C -2.042 -1.436 3.457
H -0.499 -0.291 -2.412
H -1.626 4.400 -1.659
C 2.153 -1.325 2.046
H -2.871 -5.023 -1.110
H -1.704 3.521 -3.977
H -1.183 -5.795 3.999
F 3.461 -3.521 -0.448
C 6.241 1.412 1.000
F 0.410 3.937 4.398
H -5.322 -6.170 -4.419
F 3.123 -1.502 -1.130
C -1.103 -1.250 2.448
H -2.297 1.344 0.925
H -6.552 0.916 0.513
H -1.217 5.330 2.932
C 0.067 3.607 3.128
C -1.083 1.550 -3.391
C -2.194 0.596 1.696
C 5.238 1.800 0.129
As -2.907 -2.089 -0.992
F 2.674 1.173 -3.270
C 1.304 -2.570 0.019
O 0.488 -1.520 -0.293
C 5.899 0.437 1.925
H 6.648 0.067 2.619
H 1.822 -5.768 3.925
O 1.750 1.205 -0.954
C -5.842 -2.604 2.678
C -4.084 -2.441 0.538
C 2.537 -2.669 -0.939
H -5.794 -3.786 -4.884
H -6.521 -2.664 3.520
C 3.940 1.299 0.167
C -1.605 -4.995 4.602
C -0.994 2.529 -0.830
H -3.283 -4.585 5.391
F -2.044 4.892 0.529
C -4.099 -0.565 -1.318
C 2.312 -1.261 3.437
C 4.624 -0.088 1.985
C 0.589 2.462 2.560
C -3.132 0.528 2.708
C -0.812 4.444 2.466
C -5.158 -4.062 -4.052
H -1.175 -3.796 2.896
O -2.594 -2.623 5.440
C -1.153 4.090 1.175
C 1.784 -3.694 2.303
C -4.895 -5.398 -3.793
H -3.928 1.259 2.743
C 3.570 0.338 1.144
F 1.877 3.706 -1.762
C -4.074 -5.738 -2.726

Summary:
2S+1 = 2
charge = -1
HOMO level (alpha / beta) = -4.13 / -4.29 eV
lowest unoccupied orbital energy (alpha / beta) = 2.22 / 2.22 eV
expectation value of S² = 0.757

***

DFT (ωB97M-V/def2-TZVPD) results for a 8-piece molecular cluster, C32H96N12O8P4S4 overall in a non-equilibrium geometry.

Cartesian coordinates (Å):
O -2.449 -9.325 -12.431
H -12.131 -11.735 -11.858
H -0.204 -11.321 -11.213
S -10.542 -12.486 -13.498
C -11.570 -22.164 -11.905
H -8.620 -19.715 -11.857
H -5.556 -13.937 2.705
H -9.526 -15.075 -11.294
H -1.218 -12.843 -7.915
N -6.849 -13.331 -9.922
H 0.152 -8.627 -12.666
H -10.325 -13.744 -9.048
N -0.443 -9.281 -10.723
S -4.216 -19.099 -10.463
H -8.245 -15.741 -6.806
H -11.509 -17.571 -12.444
N -9.868 -18.979 -13.472
H -5.794 -12.120 -14.658
N -6.092 -13.999 0.704
H -6.729 -15.448 -5.919
H -5.901 -17.045 -0.899
C -3.971 -17.767 -11.648
H -4.739 -15.123 -6.969
O -2.123 -15.631 -7.493
H -10.313 -20.592 -10.120
H -11.088 -10.015 -13.305
H -12.352 -22.407 -12.617
P -11.088 -20.105 -13.553
H -5.114 -8.468 -15.292
C -4.152 -10.291 -10.259
H -8.953 -15.667 -2.015
C -8.697 -16.366 -1.219
P -7.151 -14.883 -9.421
H -4.700 -11.443 -15.870
H -4.915 -17.209 -11.655
H -5.234 -13.377 -7.334
O -7.354 -9.669 -14.197
C -5.241 -14.428 -7.637
H -12.372 -13.536 -12.273
H -10.419 -18.525 -15.462
H -3.064 -6.817 -12.694
H -8.910 -16.688 -10.773
H -4.269 -11.224 -9.686
H -7.755 -12.484 -3.060
C 0.510 -8.600 -11.638
C -5.815 -8.718 -16.091
S -0.775 -15.039 -7.296
H -13.271 -17.751 -12.110
C -4.236 -18.019 -9.012
H -7.269 -12.557 -11.831
C -7.165 -15.774 -6.870
C -0.668 -13.633 -8.430
C -10.253 -10.701 -13.407
O -6.479 -15.926 -10.219
O -2.977 -19.908 -10.406
H -1.784 -8.866 -8.301
H -10.483 -16.006 -10.230
H -4.665 -14.491 -8.563
H -14.541 -19.174 -13.777
H -6.523 -7.911 -16.234
H -8.249 -11.759 -9.564
H -6.532 -15.375 2.232
H -6.338 -14.008 -11.867
H -12.859 -12.179 -13.312
C -6.875 -12.520 -2.417
H 0.372 -13.307 -8.423
O -11.074 -21.080 -14.653
H -6.548 -11.400 -9.235
H 0.511 -7.553 -11.319
H -8.756 -18.091 -15.010
H -6.771 -16.789 -7.002
S -6.750 -10.127 -15.484
H -3.536 -8.839 -8.036
H -11.908 -19.784 -10.442
N -2.170 -7.282 -10.863
H 0.986 -10.661 -10.115
H -0.613 -10.996 -9.498
H -9.569 -16.527 -0.577
N -7.596 -15.852 -0.408
H -11.910 -22.294 -10.873
C -9.436 -15.789 -10.464
H -7.499 -12.446 -8.142
C -2.709 -9.409 -8.476
H -9.521 -10.686 -12.598
H -4.959 -9.664 -9.859
H -3.080 -5.532 -11.500
N -12.456 -19.131 -13.480
H -13.584 -20.419 -14.648
C -6.589 -16.854 -0.065
H -10.328 -15.143 -7.988
H -1.139 -13.884 -9.374
H -13.591 -18.708 -15.182
H -0.938 -7.121 -9.137
H -4.598 -12.656 1.305
H -10.751 -22.893 -11.954
C 0.413 -16.084 -8.185
H -4.201 -6.868 -11.303
C -6.379 -14.302 2.098
H -6.011 -12.242 -3.029
P -2.019 -8.913 -11.079
H -5.020 -12.551 -0.428
H -6.100 -11.909 0.868
C -8.591 -19.374 -12.883
H -12.707 -17.049 -13.624
H -6.890 -11.771 -1.629
C -10.917 -20.033 -10.839
H -4.195 -10.534 -11.303
C -5.919 -14.792 -2.684
N -11.041 -20.813 -12.044
H -3.363 -17.397 -9.196
O -8.545 -13.457 0.004
H -6.024 -16.556 0.810
N -2.881 -9.694 -9.881
H -5.015 -14.998 -2.106
H -5.539 -12.516 -11.352
C -13.615 -19.384 -14.316
C -3.188 -6.611 -11.634
C -12.480 -17.816 -12.865
N -8.774 -15.168 -9.331
H -1.029 -5.729 -10.165
H 0.505 -17.067 -7.738
H -8.472 -17.350 -1.630
H -5.769 -14.428 -3.691
H -7.932 -18.515 -13.015
N -6.640 -14.816 -7.841
H -6.490 -15.724 -2.696
H -2.404 -6.043 -9.155
C -7.310 -12.183 -9.181
C -5.405 -12.710 0.574
P -7.347 -14.216 -0.393
H -2.619 -10.366 -7.944
C -1.631 -6.548 -9.742
H -4.882 -10.634 -14.277
C -5.379 -11.196 -15.057
H -3.153 -17.119 -11.350
H -4.007 -18.711 -8.197
C -0.077 -10.631 -10.369
H 1.315 -15.474 -8.154
H -5.227 -9.054 -16.944
H -7.327 -13.890 2.473
H 0.033 -16.203 -9.200
H -10.379 -19.104 -11.006
H -3.936 -18.225 -12.635
H -9.986 -17.081 -14.416
C -6.471 -13.087 -11.301
H -9.659 -10.403 -14.272
H -7.080 -17.812 0.110
H -5.190 -17.546 -8.815
O -9.559 -13.066 -12.529
C -9.795 -18.131 -14.665
H -8.149 -20.183 -13.482
H -9.095 -13.909 -7.702
C -12.105 -12.538 -12.594
C -9.674 -14.408 -8.473
H 1.519 -8.960 -11.467
N -6.733 -13.876 -1.878

Summary:
ΔE to the lowest compared entry with this formula, charge and spin = 128.34 kJ/mol
charge = 0
HOMO level = -8.00 eV
lowest unoccupied orbital energy = 0.21 eV

***

DFT (ωB97M-V/def2-TZVPD) results for a 2-piece molecular cluster, C5H11O2 overall.

Cartesian coordinates (Å):
H 1.566 -1.019 2.668
H -1.595 2.820 -1.610
H -2.535 1.923 -0.444
H -0.054 2.046 0.139
H 0.105 -1.846 2.091
O 1.033 -1.332 -1.717
H 0.534 0.250 0.806
C 1.116 -1.548 1.819
C 1.094 -0.655 0.570
H -2.590 3.679 -0.456
H 2.122 -0.377 0.337
C 0.408 -1.340 -0.631
H -0.170 3.803 0.175
O -0.727 -1.822 -0.391
C -0.713 2.876 0.356
C -1.928 2.818 -0.570
H 1.720 -2.439 1.627
H -1.046 2.839 1.393

Summary:
ΔE to the lowest compared entry with this formula, charge and spin = 17.87 kJ/mol
charge = -1
HOMO level = -3.83 eV
lowest unoccupied orbital energy = 3.73 eV

***

DFT (ωB97M-V/def2-TZVPD) results for C6H12 as an isolated structure in a non-equilibrium geometry.

Cartesian coordinates (Å):
H 0.872 -1.520 -1.346
H -0.004 -2.907 0.981
C 0.748 1.536 -1.331
H 1.311 1.266 -2.301
H 0.821 -1.314 2.100
H 0.029 1.134 1.385
H -0.788 0.033 -1.372
C -1.277 -0.628 0.936
C -0.008 0.381 -0.679
H 1.491 1.823 -0.545
H 1.956 -0.507 -0.105
C 0.838 -0.875 -0.355
H 0.072 2.435 -1.472
H -2.102 -0.985 0.089
C 0.111 -1.525 0.969
C -0.721 0.774 0.606
H -1.888 -0.734 1.995
H -1.459 1.614 0.445

Summary:
ΔE to the lowest compared entry with this formula, charge and spin = 323.60 kJ/mol
charge = 0
HOMO level = -10.54 eV
lowest unoccupied orbital energy = 1.16 eV

***

DFT (ωB97M-V/def2-TZVPD) results for an isolated ion of composition C5H15N2 and charge +1 in a non-equilibrium geometry.

Cartesian coordinates (Å):
H -0.694 -2.563 0.577
H 0.902 -1.778 0.513
H -1.382 -0.997 2.436
H -0.233 0.874 2.695
C -0.338 -1.126 2.165
H 0.428 0.820 -3.105
H -0.293 2.810 -1.128
C -0.067 0.884 -2.130
N 0.367 0.164 2.279
H 0.063 -1.839 2.888
C -0.147 -1.653 0.765
H 1.251 -0.464 -1.146
H -1.589 -0.708 -0.476
H -0.011 -1.338 -2.027
H 0.859 1.801 -0.338
H 1.186 0.071 2.874
H -0.513 0.272 0.351
N -0.616 -0.589 -0.201
H -1.107 1.080 -2.368
C 0.486 2.076 -1.324
H 1.244 2.643 -1.850
C 0.204 -0.442 -1.449

Summary:
ΔE to the lowest compared entry with this formula, charge and spin = 38.33 kJ/mol
charge = +1
HOMO level = -14.22 eV
lowest unoccupied orbital energy = -2.87 eV

***

DFT (ωB97M-V/def2-TZVPD) results for a 2-piece molecular cluster, C22H27IN5O5 overall in a non-equilibrium geometry.

Cartesian coordinates (Å):
C 0.234 -3.971 3.542
C -1.503 -0.514 1.274
H -1.336 -6.507 1.665
I -6.432 -1.432 3.261
H -4.082 -2.406 2.334
H -2.640 2.607 -0.057
H -1.510 0.339 3.279
H 2.827 3.520 -2.450
H -2.240 3.383 2.638
C -0.940 -5.526 1.993
H 2.586 0.477 -3.270
O 0.434 -1.139 -3.718
C -0.402 -0.633 -1.412
C -3.633 -0.334 2.827
C -1.555 2.863 1.910
H 0.174 3.520 1.022
C -0.261 -1.812 -0.594
H 2.913 1.814 -4.418
C -0.827 -1.716 0.783
C -0.983 1.679 -2.061
C 0.836 1.853 -3.771
C -2.062 -0.475 2.727
H -1.174 4.145 0.298
H 0.047 -6.191 3.923
C 0.463 -3.070 -1.145
H -0.846 2.194 2.455
H -1.682 -4.329 0.286
H 1.261 -3.434 -0.437
C 2.350 1.551 -3.475
H -3.337 1.727 1.328
H 0.565 1.721 -4.856
H -3.864 -2.169 4.146
N 4.477 2.194 -2.372
O 6.003 4.957 -2.768
H 0.777 -3.844 4.517
H 4.576 1.170 -2.311
C -0.180 -5.330 3.251
H -4.013 -0.099 1.797
N 7.039 4.292 -2.563
C -1.120 -4.277 1.252
H 0.671 2.944 -3.547
C -1.641 0.693 0.408
C -0.623 -2.977 1.663
C -4.285 -1.735 3.211
H 4.783 2.400 -3.332
C -2.352 2.000 0.845
C 0.049 -0.357 -2.894
N -0.124 1.044 -2.982
N 0.071 -2.834 2.828
O 7.847 4.652 -1.683
H -1.781 -1.424 3.259
C -1.060 0.597 -0.910
H 1.008 -2.755 -2.073
N -0.761 3.896 1.195
O -1.522 2.751 -2.127
H 2.692 2.092 -1.288
H -0.212 -3.923 -1.395
C 2.993 2.415 -2.323
H -3.961 0.459 3.555
O 7.267 3.267 -3.239

Summary:
charge = -1
HOMO level = -4.05 eV
lowest unoccupied orbital energy = 1.05 eV

***

DFT (ωB97M-V/def2-TZVPD) results for one molecule with the formula C5H10N2 in a non-equilibrium geometry.

Cartesian coordinates (Å):
H -0.989 -1.020 -2.394
H 1.510 -0.853 -0.978
C -0.233 0.512 0.384
N 0.678 0.316 1.456
C 0.826 -0.521 -1.659
N -0.187 -1.597 -1.928
H -0.530 1.123 -1.784
H 0.123 0.355 3.415
H 0.199 -1.402 2.551
H 0.970 1.557 -1.149
H -2.267 1.475 0.157
C -1.484 0.957 0.695
H 1.286 -0.411 -2.719
H -0.732 -1.697 -0.985
H -1.685 1.147 1.702
C 0.459 -0.258 2.567
C 0.211 0.759 -1.072

Summary:
ΔE to the lowest compared entry with this formula, charge and spin = 425.57 kJ/mol
charge = 0
HOMO level = -8.03 eV
lowest unoccupied orbital energy = -0.36 eV

***

DFT (ωB97M-V/def2-TZVPD) results for a 2-piece molecular cluster, C4H8FO3P overall in a non-equilibrium geometry.

Cartesian coordinates (Å):
H 0.872 2.087 -0.106
P -1.616 -1.781 2.350
F -0.448 0.120 3.756
O -0.406 -2.515 -0.013
C 0.166 -1.639 -0.664
O -0.321 -0.417 -0.749
H -1.979 0.672 2.628
H 0.125 2.765 -1.528
H -3.354 -2.431 1.287
O -2.891 -1.575 1.336
H 1.025 -1.841 -1.363
H 0.314 0.363 -2.573
C -1.491 -0.216 2.927
H -0.898 1.881 -0.267
H 1.494 0.395 -1.066
C 0.438 0.585 -1.411
C 0.029 1.889 -0.841

Summary:
ΔE to the lowest compared entry with this formula, charge and spin = 0.00 kJ/mol
charge = 0
HOMO level = -8.40 eV
lowest unoccupied orbital energy = 0.79 eV

***

- Look up the charge of the fifth one.
  0

***

- Which value of charge does entry 2 give?
  -1

***

- Which value of charge does entry 4 give?
  -1